1.
This record from the OMol25 dataset describes a molecular structure, C26H23F9N5S3Ti. The level of theory is the ωB97M-V functional and the def2-TZVPD basis.

Geometry (Å):
Ti  0.69509  0.56788  -1.06583
C  -3.52675  -1.23882  -4.55999
S  -2.18559  -2.17068  -3.80466
C  -1.20601  -0.90865  -3.12424
S  0.26066  -1.44995  -2.38114
N  -1.60495  0.32584  -3.22701
N  -0.72940  1.19074  -2.61226
C  -0.89481  2.43058  -2.85881
C  0.02456  3.37037  -2.21980
C  0.01934  4.72008  -2.52368
C  0.95684  5.54131  -1.91426
C  1.87086  4.97904  -1.04275
C  1.81766  3.61519  -0.80013
N  0.90529  2.82243  -1.36287
H  -4.19416  -1.97941  -4.99843
H  -3.15276  -0.57667  -5.33652
H  -4.06274  -0.65984  -3.81231
H  -1.68167  2.76691  -3.52634
H  -0.70456  5.11093  -3.22556
H  0.97684  6.60186  -2.12711
H  2.62791  5.57533  -0.55391
H  2.52882  3.13310  -0.14493
C  -0.03687  -1.04788  3.85706
C  -0.70730  -2.25058  3.20942
N  -0.95323  -2.04098  1.78826
C  -0.94618  -3.27770  1.01007
C  -2.01342  -4.30861  1.38049
C  -2.09941  -1.19119  1.52006
C  -1.93988  -0.38255  0.23778
N  -0.80591  0.54891  0.28537
C  -0.80284  1.48965  1.28096
C  0.43684  1.98019  1.70635
F  1.52628  1.45193  1.07397
C  0.61643  2.91770  2.68985
F  1.86247  3.30532  3.00049
C  -0.47054  3.45136  3.35518
C  -1.71337  3.00025  2.96030
F  -2.80811  3.49639  3.55430
C  -1.89220  2.06896  1.95290
F  -3.15654  1.74607  1.62165
H  0.15140  -1.23427  4.91620
H  0.91381  -0.83902  3.36316
H  -0.65501  -0.14969  3.78665
H  -0.04728  -3.11651  3.30348
H  -1.63058  -2.50370  3.75522
H  -1.03836  -3.01580  -0.04576
H  0.04221  -3.72775  1.11994
H  -3.02569  -3.94632  1.19650
H  -1.87766  -5.21322  0.78536
H  -1.94338  -4.59387  2.43189
H  -3.04182  -1.75757  1.45342
H  -2.22711  -0.51032  2.36244
H  -1.76437  -1.06871  -0.58764
H  -2.87649  0.13299  0.01603
H  -0.35818  4.18942  4.13477
F  4.59114  -4.83730  -0.18280
C  4.24419  -3.60307  -0.54779
C  3.18728  -2.96452  0.07426
F  2.51376  -3.57680  1.04954
C  2.85248  -1.69046  -0.33247
F  1.79903  -1.08470  0.28102
C  3.52298  -0.99603  -1.33050
S  3.07092  0.65011  -1.73404
C  4.58051  -1.66864  -1.92988
F  5.28587  -1.07823  -2.89544
C  4.93811  -2.95129  -1.55255
F  5.95555  -3.56959  -2.15296

Cartesian forces (eV/Å) of the 6 atoms listed first:
-0.1 0.2 -0.2
-0.1 0.0 0.0
0.0 0.0 0.0
0.1 0.0 0.0
0.0 -0.1 0.0
0.0 0.0 0.0

Results
highest occupied orbital energy (spin up / spin down) = -7.752 / -8.008 eV
⟨S²⟩ = 0.754
frontier orbital gap (spin up / spin down) = 0.2328 / 0.2428 hartree
2S+1 = 2
energy above the lowest of the compared OMol25 structures with the same formula, charge and spin = 15.1 kcal per mole

2.
This record from the OMol25 dataset describes a molecular structure, C26H23I2N3O5Tl. The level of theory is the ωB97M-V functional and the def2-TZVPD basis.

Geometry (Å):
Tl  -0.32650  -0.36354  0.19867
I  0.43383  0.52006  6.61639
C  1.78094  1.09500  5.10902
C  2.91858  1.79941  5.44338
C  3.85230  2.12584  4.44709
I  5.40990  3.27486  5.21967
C  3.63584  1.90610  3.04636
C  4.46822  2.34201  1.98076
C  3.91552  2.53254  0.71045
C  2.58270  2.08732  0.48569
N  1.89258  1.42955  1.39920
C  2.35945  1.33367  2.66554
C  1.49258  0.75864  3.72235
O  0.51277  0.07540  3.38439
H  3.17272  2.02267  6.46695
H  5.47427  2.65110  2.20232
H  4.52129  2.92916  -0.09122
H  2.17672  2.13935  -0.49620
C  -3.57795  -3.32034  -0.10875
C  -2.22492  -3.67394  -0.73057
O  -1.59673  -2.86720  -1.44428
N  -1.82212  -4.93899  -0.55198
C  -0.50838  -5.32393  -0.98440
C  0.57996  -5.28165  0.08672
C  1.90075  -5.73748  -0.21801
C  2.81410  -5.79636  0.81282
C  2.42977  -5.32567  2.08583
C  1.12597  -4.93799  2.25538
N  0.21750  -4.88273  1.27863
H  -3.98531  -3.92940  0.72174
H  -4.32628  -3.25992  -0.84662
H  -3.43259  -2.27038  0.25489
H  -2.34671  -5.55060  0.04860
H  -0.32663  -4.57418  -1.79675
H  -0.50115  -6.33571  -1.41816
H  2.08397  -6.10571  -1.23780
H  3.78885  -6.23726  0.62183
H  3.13002  -5.33841  2.92777
H  0.79719  -4.58213  3.22495
C  -3.37020  6.90065  -2.24640
O  -3.53724  5.67652  -1.48632
C  -3.00634  4.51239  -1.99101
C  -2.84483  4.21258  -3.34581
C  -2.03008  3.14747  -3.72657
C  -1.41902  2.27944  -2.77567
C  -0.55488  1.08534  -3.15682
C  -1.18581  0.05377  -4.09218
O  0.60528  1.00046  -2.72964
C  -1.66050  2.57316  -1.37340
O  -1.20446  1.85849  -0.40799
C  -2.49224  3.67113  -0.98391
H  -3.40606  7.77951  -1.61605
H  -4.17163  6.94153  -2.99644
H  -2.34957  6.92884  -2.68541
H  -3.21136  4.85649  -4.10400
H  -1.99897  2.93623  -4.81512
H  -0.40512  -0.74692  -4.31888
H  -1.47629  0.47382  -5.08658
H  -2.07813  -0.39847  -3.64447
H  -2.69555  3.86843  0.09002

Cartesian forces (eV/Å) of the 6 atoms listed first:
-0.1 0.2 -0.2
0.6 0.2 -0.9
0.2 0.3 1.6
-0.6 -1.1 -0.5
0.5 0.7 -0.3
-0.1 -0.4 -0.6

Results
charge = +1
highest occupied orbital energy (spin up / spin down) = -8.947 / -8.949 eV
frontier orbital gap (spin up / spin down) = 0.0728 / 0.0729 hartree
energy above the lowest of the compared OMol25 structures with the same formula, charge and spin = 33.1 kcal per mole

3.
This record from the OMol25 dataset describes a molecular structure, C26H23MgN7O5S3. The level of theory is the ωB97M-V functional and the def2-TZVPD basis.

Geometry (Å):
Mg  -2.07635  -0.26781  -1.20540
N  -1.78225  -4.26831  -1.86070
C  -3.06395  -4.15361  -2.33890
C  -3.56085  -3.00491  -1.79780
N  -2.61805  -2.41181  -1.02960
C  -1.54665  -3.16301  -1.08910
C  -0.30595  -2.94971  -0.41370
N  0.19295  -1.80791  -0.01850
C  1.36665  -2.08981  0.58680
C  1.60775  -3.43181  0.56210
N  0.54065  -3.98781  -0.09300
H  -1.08475  -4.90521  -2.20770
H  -3.48525  -4.89091  -2.99380
H  -4.52345  -2.54661  -1.92090
H  1.97665  -1.32871  1.02360
H  2.43295  -4.01171  0.92260
H  0.38645  -4.97131  -0.23260
S  -4.77645  1.91749  -0.41140
C  -5.19585  1.17209  -1.85030
S  -4.14535  -0.01801  -2.56200
C  -6.39405  1.47269  -2.52850
C  -7.40675  2.23829  -1.96080
N  -8.30675  2.83359  -1.54270
C  -6.66495  1.04349  -3.82310
N  -6.93395  0.77499  -4.91750
C  -1.69125  0.66839  -4.68900
S  -0.67015  0.14909  -3.28070
O  0.69745  0.25509  -3.75090
O  -1.04845  -1.22391  -2.95180
O  -0.97585  1.05779  -2.17230
H  -1.61055  1.74349  -4.77170
H  -2.71955  0.37049  -4.50590
H  -1.28965  0.17819  -5.56750
C  6.17425  0.65739  1.73470
C  5.00285  0.50709  2.66760
C  5.22975  0.12679  3.98490
C  4.16565  -0.11451  4.83840
C  2.87495  0.06829  4.39520
C  2.61365  0.52119  3.09250
N  1.29905  0.71239  2.74200
C  0.75605  1.69669  1.94360
C  1.36745  2.94669  1.82310
C  0.77535  3.93469  1.06110
C  -0.44995  3.70909  0.45390
C  -1.09165  2.49359  0.61770
C  -0.49745  1.47179  1.34210
C  -1.20955  0.14549  1.47700
O  -0.91885  -0.59491  2.43750
O  -2.07625  -0.12761  0.61200
C  3.70025  0.69869  2.20710
C  3.47975  1.02359  0.75730
H  7.11145  0.62749  2.28910
H  6.11825  1.59249  1.18060
H  6.18365  -0.15381  1.00470
H  6.24525  -0.00231  4.33350
H  4.35045  -0.43381  5.85820
H  2.03745  -0.11381  5.05470
H  0.58655  -0.01321  2.94210
H  2.29055  3.14069  2.35560
H  1.25775  4.90089  0.97350
H  -0.92425  4.48529  -0.12780
H  -2.07805  2.32789  0.20600
H  3.72305  2.06779  0.54710
H  2.45145  0.85179  0.45010
H  4.12675  0.40369  0.13770

Cartesian forces (eV/Å) of the 6 atoms listed first:
-1.4 -0.4 -0.3
0.3 0.3 0.2
-0.3 0.0 0.1
-0.4 -0.6 -0.4
0.8 0.1 0.3
-0.9 -0.8 -0.4

Results
charge = -2
highest occupied orbital energy = -1.384 eV
frontier orbital gap = 0.1840 hartree
energy above the lowest of the compared OMol25 structures with the same formula, charge and spin = 35.1 kcal per mole

4.
This record from the OMol25 dataset describes a molecular structure, C26H23N3S3SbW. The level of theory is the ωB97M-V functional and the def2-TZVPD basis.

Geometry (Å):
W  -0.29135  -0.21673  0.56103
C  4.48501  -2.87761  1.01229
S  4.36414  -1.15657  1.53404
C  2.78947  -0.68821  1.19547
S  1.54865  -1.64274  0.37444
N  2.44345  0.52571  1.63624
N  1.24905  0.82185  1.23044
C  0.30705  1.61952  1.79345
C  -0.48927  2.42248  0.85465
C  -0.98452  3.69605  1.03550
C  -1.60355  4.28758  -0.05775
C  -1.71895  3.59086  -1.26167
C  -1.27047  2.29168  -1.34251
N  -0.69649  1.70124  -0.27674
H  5.14285  -3.35099  1.73935
H  4.93817  -2.91823  0.02370
H  3.51757  -3.37016  1.02250
H  0.34434  1.82043  2.85846
H  -0.83875  4.22245  1.96886
H  -1.96805  5.30456  0.01255
H  -2.15853  4.05773  -2.13181
H  -1.35199  1.70948  -2.24728
S  -1.50962  -0.74189  2.44376
Sb  -3.51085  -1.01249  1.12071
C  -4.59031  -2.63495  1.82072
C  -5.90658  -2.38151  2.20348
C  -6.65626  -3.42899  2.71625
C  -6.09001  -4.69117  2.84028
C  -4.77153  -4.92545  2.45730
C  -4.00657  -3.89432  1.94302
C  -4.55542  0.78870  1.05011
C  -4.28070  1.78551  1.98249
C  -5.03303  2.95072  1.95563
C  -6.04029  3.10910  1.01081
C  -6.31060  2.10450  0.08853
C  -5.57291  0.93024  0.10591
C  -2.36634  -1.21036  -0.65936
C  -1.34479  -2.17991  -0.69160
C  -0.65814  -2.41113  -1.90009
C  -1.02917  -1.73957  -3.04678
C  -2.10398  -0.84239  -3.02699
C  -2.76415  -0.56983  -1.84748
H  -6.34628  -1.39491  2.11176
H  -7.67960  -3.25777  3.02070
H  -6.67981  -5.50351  3.24334
H  -4.34359  -5.91274  2.56376
H  -2.97839  -4.07775  1.65471
H  -3.51406  1.65532  2.73785
H  -4.84930  3.72531  2.68839
H  -6.63276  4.01444  1.00416
H  -7.10815  2.22614  -0.63206
H  -5.81669  0.13918  -0.59561
H  -1.19836  -2.86737  0.13485
H  0.12332  -3.15916  -1.93348
H  -0.51906  -1.94321  -3.97936
H  -2.42163  -0.36988  -3.94824
H  -3.58660  0.13586  -1.83415

Cartesian forces (eV/Å) of the 6 atoms listed first:
0.3 0.5 0.3
0.0 0.0 -0.1
0.0 0.0 0.0
0.0 -0.1 0.2
0.0 -0.1 -0.1
0.0 0.2 -0.2

Results
charge = +3
highest occupied orbital energy (spin up / spin down) = -17.078 / -17.101 eV
frontier orbital gap (spin up / spin down) = 0.2391 / 0.2171 hartree

Number 1: maximum force 0.30 eV/Å. Number 2: maximum force 3.07 eV/Å. Number 3: maximum force 3.67 eV/Å. Number 4: maximum force 0.69 eV/Å.